Entry from the Open Molecules 2025 dataset: a 3-piece molecular cluster, C30H54IO10P3S overall (wB97M-V/def2-TZVPD).

Output
**SMILES string**: C[C@@H](O)COP(S)(I)(CCc1ccccc1)Cc1ccccc1.CCOP(=O)(OCC)OCC.CCOP(=O)(OCC)OCC
**F_max**: 6.60 eV/Å
**Energy**: -99266.1828 eV
**2S+1**: 1
**Orbital gap**: 8.978 eV

The geometry in XYZ format:
```
99
Properties=species:S:1:pos:R:3:forces:R:3:mulliken_charge:R:1
C -3.07072 -0.73909 0.00731 0.183 0.234 0.636 -0.808
C -1.65521 -1.10916 0.46171 0.073 -0.081 -0.596 0.621
O -1.61968 -1.77251 1.71136 0.046 -0.104 0.086 -0.613
C -0.83579 -1.90053 -0.60270 0.183 0.654 0.469 -0.286
O -1.57699 -2.19918 -1.79492 0.138 -1.160 0.166 -0.118
P -1.45790 -3.74126 -2.35568 -0.444 0.750 -1.397 0.370
S -0.19928 -2.99284 -4.02976 1.295 -0.014 -0.412 -0.510
I -3.02043 -4.46204 -0.45092 -0.411 -0.306 0.832 -0.242
C -2.76109 -4.27792 -3.57878 -0.720 0.307 -0.196 -1.157
C -3.99688 -3.31489 -3.59682 0.124 -0.134 0.579 -0.435
C -5.28915 -3.96678 -3.14491 0.102 0.262 -0.104 0.500
C -5.79157 -5.12406 -3.73075 -0.037 0.138 0.299 -0.316
C -6.96302 -5.67391 -3.23157 -0.326 -0.580 -0.158 -0.652
C -7.65552 -5.10370 -2.17643 0.055 0.379 0.336 -0.428
C -7.17384 -3.93246 -1.60326 0.215 -0.192 -0.347 -0.716
C -6.00188 -3.38355 -2.10440 -0.219 0.335 0.235 -0.172
C -0.07716 -4.91446 -1.89482 -0.152 -0.380 -0.371 -1.163
C -0.45314 -6.19552 -1.20661 0.101 -0.123 0.423 0.112
C -0.06907 -6.41813 0.11043 0.163 0.275 0.159 -0.058
C -0.39975 -7.58961 0.77844 0.006 0.462 -0.678 -0.832
C -1.09865 -8.55764 0.07352 -0.140 -0.850 0.533 -0.228
C -1.46867 -8.38622 -1.24959 0.075 0.638 -0.432 -0.940
C -1.15650 -7.19118 -1.87984 0.280 0.465 -0.121 0.154
H -3.02230 0.21970 -0.51280 -0.237 -0.191 -0.268 0.274
H -3.56836 -1.51146 -0.57276 0.147 0.084 -0.169 -0.228
H -3.66240 -0.59389 0.91535 0.055 0.133 -0.062 0.442
H -1.09588 -0.18452 0.62108 -0.140 -0.027 0.232 -0.199
H -2.06650 -2.62528 1.62212 -0.063 0.024 -0.092 0.382
H -0.44145 -2.78372 -0.09177 -0.239 -0.144 -0.191 0.223
H 0.03511 -1.31381 -0.91450 -0.120 -0.005 -0.101 0.194
H -0.99778 -2.30964 -4.86844 -0.311 -0.036 0.468 0.142
H -3.11572 -5.28866 -3.36990 0.235 0.034 0.260 0.478
H -2.33278 -4.24989 -4.57561 0.307 -0.256 0.167 0.641
H -3.79910 -2.47454 -2.92576 -0.090 0.055 -0.129 0.176
H -4.12087 -2.89072 -4.59581 0.105 -0.123 -0.007 0.445
H -5.27051 -5.60818 -4.55003 -0.012 0.031 0.017 0.424
H -7.36178 -6.59074 -3.65420 0.125 0.064 -0.108 0.360
H -8.55748 -5.55322 -1.77926 0.034 -0.100 -0.150 0.381
H -7.67928 -3.45876 -0.77112 -0.035 -0.030 -0.052 0.396
H -5.63634 -2.46360 -1.65857 0.110 -0.088 -0.031 0.218
H 0.65951 -4.33890 -1.33073 -0.110 0.036 0.032 0.592
H 0.39247 -5.19850 -2.84100 -0.055 0.370 -0.058 0.695
H 0.49118 -5.63884 0.61967 -0.070 -0.067 0.058 0.293
H -0.10723 -7.70641 1.81274 -0.064 -0.205 -0.029 0.403
H -1.34367 -9.48988 0.57292 -0.034 0.055 -0.046 0.367
H -1.99280 -9.13195 -1.83308 -0.027 -0.182 0.319 0.395
H -1.43987 -6.97395 -2.90602 -0.074 -0.340 0.001 0.378
C 1.51317 6.30813 -4.44764 0.096 -0.127 0.042 -1.000
C 0.75585 6.40605 -3.13602 0.044 0.263 -0.222 -0.298
O 0.33635 5.11585 -2.68437 0.989 -0.138 0.004 -0.345
P 1.35455 4.21802 -1.79823 -6.465 -1.339 0.150 0.998
O 1.54450 4.94575 -0.51994 3.049 0.061 -1.010 -0.567
O 0.29455 3.04898 -1.32114 0.677 -0.093 -0.175 -0.386
C 0.38790 2.48554 -0.00976 -0.259 0.085 0.147 0.035
C -0.80019 2.91232 0.82336 -0.130 0.036 0.033 -1.445
O 1.87062 3.31835 -3.04599 1.904 1.325 1.037 -0.351
C 2.37666 1.98925 -2.80069 0.217 -0.354 -0.142 -0.327
C 1.44166 0.99706 -3.44766 -0.307 0.000 -0.065 -0.936
H 2.45904 5.77959 -4.31204 0.014 0.047 -0.011 0.243
H 1.72687 7.30178 -4.84408 -0.008 0.002 0.028 0.404
H 0.93360 5.74947 -5.18239 -0.053 0.054 0.003 0.256
H 1.36082 6.89933 -2.37013 -0.053 -0.043 0.050 0.258
H -0.14946 6.99718 -3.27375 -0.058 -0.100 0.082 0.308
H 1.32322 2.76646 0.47657 -0.025 0.090 -0.013 0.475
H 0.39159 1.39602 -0.12511 0.024 0.022 -0.106 0.061
H -0.84898 3.99834 0.90242 0.131 0.003 0.018 0.394
H -0.74169 2.48986 1.82853 0.010 -0.010 -0.018 0.393
H -1.73018 2.57875 0.35868 0.021 -0.052 0.003 0.308
H 2.48392 1.79352 -1.73264 -0.057 0.075 0.018 0.242
H 3.36795 1.92264 -3.25112 0.000 0.143 0.038 0.421
H 0.44430 1.05831 -3.01303 0.049 0.021 0.115 0.171
H 1.81055 -0.02246 -3.32868 0.055 0.018 -0.025 0.354
H 1.33420 1.21171 -4.51192 0.128 -0.037 -0.009 0.362
C 4.95119 0.78774 5.92922 0.084 0.143 0.013 -1.008
C 4.12495 1.14670 4.70778 0.072 -0.317 0.086 -0.334
O 3.56323 2.45556 4.83071 0.897 0.273 0.036 -0.314
P 4.43723 3.73959 4.36766 -6.449 0.661 0.445 1.129
O 4.61803 3.60460 2.90040 3.089 -0.120 0.853 -0.739
O 3.27379 4.89969 4.42840 0.724 -0.018 0.246 -0.343
C 3.24853 5.95528 3.46010 -0.328 0.018 -0.196 -0.335
C 2.05207 5.79070 2.55212 -0.157 -0.057 0.042 -1.017
O 4.94703 4.09835 5.86888 1.951 -0.586 -1.469 -0.337
C 5.32889 5.44928 6.19732 0.205 0.240 0.258 -0.210
C 4.35707 5.98466 7.22202 -0.296 -0.099 0.037 -1.139
H 5.83513 1.42478 6.00175 0.017 -0.046 -0.010 0.245
H 5.27811 -0.25198 5.88102 -0.011 0.007 -0.026 0.400
H 4.37084 0.93590 6.83971 -0.049 -0.054 -0.024 0.259
H 4.72266 1.07329 3.79494 -0.057 0.057 -0.026 0.303
H 3.28707 0.45622 4.61100 -0.073 0.117 -0.030 0.314
H 4.17269 5.98432 2.88138 -0.011 -0.134 -0.020 0.397
H 3.17583 6.89852 4.01084 0.014 -0.071 0.108 0.330
H 2.08136 4.83304 2.03590 0.137 0.055 -0.083 0.086
H 2.01630 6.58476 1.80548 0.008 -0.043 -0.027 0.387
H 1.12776 5.81708 3.13295 0.035 0.071 0.044 0.327
H 5.35999 6.08333 5.31020 -0.073 -0.058 -0.041 0.256
H 6.33529 5.41557 6.61737 0.014 -0.103 -0.095 0.383
H 3.34585 6.01566 6.81842 0.044 0.030 -0.110 0.258
H 4.63982 6.98945 7.53751 0.076 -0.021 -0.007 0.380
H 4.33020 5.33315 8.09651 0.118 0.037 0.017 0.334
```
Positions in Å, forces in eV/Å.